11
Properties=species:S:1:pos:R:3 method="wB97M-V/def2-TZVPD" e_homo_ev=-9.91 relative_energy_ev=6.602 multiplicity=1 total_charge=0 fmax_ev_per_a=7.78 homo_lumo_gap_ev=9.23
C -2.19557 -0.19085 0.03237
C -0.02412 -0.51217 0.29589
C 2.09304 -0.28264 -0.26458
H -3.18374 -0.72440 -0.23776
H 3.11620 -0.48046 -0.70246
H -0.18128 1.85827 -0.12482
N -1.24176 -1.20169 -0.00268
N 1.27220 -1.21004 -0.01419
N 0.44078 0.77592 0.42983
O -2.10581 1.01844 -0.25461
O 1.81959 1.07046 -0.02136



21
Properties=species:S:1:pos:R:3 method="wB97M-V/def2-TZVPD" e_homo_ev=-8.78 relative_energy_ev=2.218 multiplicity=1 total_charge=0 fmax_ev_per_a=4.32 homo_lumo_gap_ev=9.39
B 0.16005 0.87574 0.75402
C -1.50086 -0.13955 0.06666
C -2.35609 -0.57476 -0.92940
C -1.54897 1.15222 0.87277
C -0.50483 -1.24629 0.79465
C 1.00465 -0.77730 0.94951
C 1.98845 -1.00308 -0.25105
C 0.66277 1.78545 -0.42788
H -2.22687 -1.49835 -1.38097
H -2.93479 0.07421 -1.50202
H -2.10475 2.00330 0.48458
H -1.88610 0.88543 1.89236
H -0.91009 -1.23548 1.79744
H -0.69949 -2.19701 0.38660
H 1.50005 -0.99408 1.93242
H 2.36168 0.04323 -0.57928
H 1.48375 -1.36605 -1.16285
H 2.86615 -1.68471 -0.01266
H 1.64205 2.24612 -0.63191
H -0.11714 2.56836 -0.77261
H 0.60135 0.90141 -1.17498



42
Properties=species:S:1:pos:R:3 method="wB97M-V/def2-TZVPD" e_homo_ev=-12.59 multiplicity=1 total_charge=+1 fmax_ev_per_a=1.52 homo_lumo_gap_ev=9.67
C 1.04041 4.69322 1.40355
C 1.73335 3.34300 1.60863
C 3.04380 3.27799 0.82094
C 0.80980 2.22181 1.21649
C 0.33299 1.32912 2.17119
C -0.52543 0.29743 1.83143
C -0.90060 0.15443 0.50955
N -1.83134 -0.93806 0.09276
C -1.51766 -2.24536 0.64429
N -1.48684 -2.48089 1.89052
C -1.11526 -3.86420 2.04338
C -0.94382 -4.40139 0.63765
O -0.64469 -5.47913 0.22846
N -1.23198 -3.29183 -0.18523
C -1.26556 -3.35516 -1.63255
C -0.58513 -2.19361 -2.28073
C -1.08717 -1.36423 -3.24623
C -0.13705 -0.42308 -3.70235
C 1.05991 -0.54554 -3.07321
S 1.07479 -1.81471 -1.91872
C -0.45618 1.03297 -0.46341
C 0.39642 2.05962 -0.10332
H 0.11408 4.73817 1.97140
H 1.69053 5.49469 1.74268
H 0.81160 4.85957 0.35413
H 1.96788 3.23698 2.67203
H 2.87641 3.45351 -0.23834
H 3.51600 2.30588 0.94272
H 3.72754 4.03935 1.18557
H 0.63176 1.44060 3.20185
H -0.88570 -0.39200 2.57780
H -1.77462 -1.00998 -0.94815
H -2.78365 -0.67806 0.38369
H -0.19291 -3.94368 2.62345
H -1.88750 -4.40504 2.59559
H -2.30379 -3.42433 -1.98166
H -0.76492 -4.29741 -1.88872
H -2.08421 -1.44219 -3.64373
H -0.33882 0.30341 -4.46752
H 1.94817 0.03545 -3.21924
H -0.76911 0.93109 -1.49195
H 0.73847 2.74161 -0.86468



72
Properties=species:S:1:pos:R:3 method="wB97M-V/def2-TZVPD" e_homo_ev="0.87 / -5.85" multiplicity=2 s_squared=0.7504 total_charge=-1 fmax_ev_per_a=4.63 homo_lumo_gap_ev="1.73 / 8.46"
C 10.29855 6.38716 -11.35756
C 9.59258 7.63531 -11.92775
C 9.88145 8.93332 -11.27362
O 9.98374 7.74853 -13.28855
H 9.82184 6.12262 -10.41370
H 11.29222 6.70724 -11.04405
H 10.37212 5.49859 -11.98456
H 8.52297 7.49646 -12.08507
H 10.93866 9.19618 -11.23730
H 9.68299 8.72412 -10.22245
H 9.11647 9.65127 -11.56935
H 10.93713 7.63744 -13.30584
C 9.61957 11.23113 -17.19063
C 9.32191 12.37144 -16.22538
C 8.33473 11.96060 -15.18916
C 8.85736 11.27027 -13.93342
C 9.94457 12.13185 -13.41355
C 11.14481 12.33604 -14.41496
N 10.58080 12.90934 -15.67250
O 11.45961 13.35174 -16.59420
C 12.09794 13.38103 -13.65201
C 11.98868 11.06985 -14.67562
C 8.52777 13.51726 -16.94040
H 8.79135 10.97396 -17.85093
H 10.02676 10.45314 -16.54485
H 10.42483 11.47242 -17.88449
H 7.76839 12.84233 -14.88931
H 7.62544 11.23432 -15.58605
H 9.12340 10.25596 -14.23096
H 8.10835 11.08310 -13.16398
H 10.38315 11.69421 -12.51677
H 9.50884 13.06359 -13.05287
H 11.54464 14.04126 -12.98414
H 12.76120 12.86361 -12.95885
H 12.73167 13.92727 -14.35065
H 11.40379 10.17480 -14.88751
H 12.53845 11.19030 -15.60908
H 12.78905 10.78247 -13.99379
H 7.51102 13.25477 -17.23264
H 9.16622 13.90415 -17.73462
H 8.27882 14.36831 -16.30648
H 11.47236 14.26865 -16.31009
C 9.13346 10.19400 -7.16312
C 9.93954 10.05351 -5.87229
C 11.45061 9.95213 -6.33899
C 12.41885 9.96120 -5.16267
C 12.15929 11.17734 -4.25140
C 10.71887 11.35050 -3.68400
N 9.77653 11.17969 -4.88723
O 8.46810 11.61938 -4.64793
C 10.42152 10.45090 -2.49040
C 10.54810 12.77720 -3.14924
C 9.58019 8.71091 -5.20424
H 9.69332 10.74431 -7.91930
H 8.75336 9.27922 -7.61787
H 8.27515 10.72469 -6.75110
H 11.57722 8.96241 -6.77777
H 11.68932 10.73365 -7.06033
H 12.39328 9.05851 -4.55227
H 13.48047 10.05098 -5.39292
H 12.40178 12.13057 -4.72114
H 12.97100 11.15354 -3.52431
H 11.12981 9.62257 -2.47278
H 9.43842 9.98071 -2.46743
H 10.49156 10.95202 -1.52495
H 11.26651 13.10995 -2.40007
H 9.53788 13.00735 -2.81075
H 10.61754 13.56263 -3.90182
H 9.64563 7.86702 -5.89100
H 10.06988 8.36609 -4.29352
H 8.53407 8.75049 -4.90064
H 8.48852 12.35377 -5.26588



20
Properties=species:S:1:pos:R:3 method="wB97M-V/def2-TZVPD" e_homo_ev=-13.63 relative_energy_ev=2.822 multiplicity=1 total_charge=+1 fmax_ev_per_a=4.39 homo_lumo_gap_ev=10.41
C -2.81265 0.38236 -0.95885
C -1.69336 -0.15121 -0.13386
C -0.65512 0.60047 0.24122
S -0.68992 2.34418 -0.08342
N 0.43915 0.19271 1.10696
C 1.44847 -0.92149 0.81591
C 2.54771 -0.33152 -0.04229
S 2.94210 1.37528 0.44385
H -3.77250 -0.10164 -0.79537
H -2.51954 -0.00036 -1.96722
H -2.78429 1.40120 -0.98784
H -2.03935 -1.16818 0.07779
H -0.25268 2.00693 -1.30286
H -0.14134 -0.12184 1.95043
H 1.15568 0.94616 1.36231
H 0.84375 -1.58764 0.25943
H 1.97109 -1.37234 1.66554
H 3.45632 -0.85759 0.15185
H 2.24143 -0.60007 -1.08584
H 1.94690 1.89904 -0.35770



168
Properties=species:S:1:pos:R:3 method="wB97M-V/def2-TZVPD" e_homo_ev=-9.21 multiplicity=1 total_charge=0 fmax_ev_per_a=4.08 homo_lumo_gap_ev=8.75
C -0.45771 -3.69826 5.01294
C 0.80013 -3.13589 4.43876
C 0.70365 -2.42921 3.06103
O 0.99617 -0.98014 3.39106
C 1.26102 -0.85919 4.70698
O 1.46177 0.18307 5.28399
O 1.18427 -2.06659 5.28311
H -0.21116 -4.27315 5.91549
H -0.85873 -4.45402 4.30427
H -1.21714 -2.92373 5.25596
H 1.66310 -3.80327 4.49097
H -0.26944 -2.54319 2.64961
H 1.42514 -2.77650 2.35235
C 0.63292 1.33260 -1.28108
C -0.17534 0.27182 -0.59903
C -1.49682 -0.19747 -1.24617
O -1.56970 -1.57299 -0.70064
C -0.34430 -2.02563 -0.47019
O -0.07399 -3.15732 -0.07065
O 0.57330 -1.03154 -0.63927
H 0.31686 2.29212 -0.97232
H 0.59930 1.25340 -2.37951
H 1.64832 1.30319 -0.95753
H -0.41494 0.42880 0.43799
H -1.41190 -0.26110 -2.32909
H -2.36492 0.36793 -0.84077
C 0.66057 8.84881 -0.38046
C 0.09439 7.45162 -0.43264
C -0.71482 7.20630 -1.70705
O -0.05384 6.10248 -2.33497
C 0.94815 5.66213 -1.56446
O 1.52057 4.61742 -1.78069
O 1.16180 6.48720 -0.52673
H 1.33367 8.82997 0.44544
H -0.19606 9.49690 -0.14552
H 1.16901 9.11516 -1.30264
H -0.51787 7.20285 0.49779
H -0.53993 8.04899 -2.34542
H -1.75290 6.94016 -1.44442
C 4.32374 2.12193 -0.94833
C 5.23775 2.09615 0.21187
C 4.62778 1.36711 1.47339
O 5.12775 0.04053 1.28507
C 6.30868 0.11375 0.60071
O 7.11826 -0.77607 0.54593
O 6.34748 1.26218 -0.09613
H 3.61026 2.91518 -0.71201
H 3.79846 1.15765 -1.02076
H 4.92058 2.20651 -1.86862
H 5.57908 3.07397 0.49914
H 3.55173 1.36099 1.50608
H 4.95311 1.76294 2.41194
C -1.34001 0.72704 6.78539
C -1.97181 0.63471 5.47886
C -1.79119 1.86950 4.59003
O -2.09553 1.33752 3.29774
C -1.67184 0.05882 3.26218
O -1.59316 -0.49805 2.14560
O -1.60412 -0.42738 4.52034
H -0.25633 0.86494 6.65409
H -1.44555 -0.23887 7.35587
H -1.79496 1.57170 7.25850
H -3.00471 0.46603 5.62816
H -0.74260 2.23654 4.62794
H -2.44274 2.69539 4.73659
C 0.85879 -1.69908 -4.41714
C 0.92705 -2.16145 -5.83342
C 0.77374 -0.99082 -6.85714
O 2.17579 -0.75749 -7.24697
C 2.92821 -1.84484 -6.86112
O 4.10490 -1.95174 -7.10876
O 2.21605 -2.70131 -6.14780
H 1.06878 -2.46649 -3.71057
H -0.15833 -1.30555 -4.22877
H 1.64574 -0.95843 -4.33797
H 0.22924 -2.97421 -5.91826
H 0.30516 -0.03339 -6.49863
H 0.29883 -1.25386 -7.80146
C -4.22246 -3.66480 -0.34529
O -4.03541 -3.97175 1.05478
C -3.60319 -2.73230 1.73853
C -3.71668 -2.87016 3.22184
O -5.03950 -2.68401 3.79970
C -5.82887 -3.82921 3.76163
H -3.25435 -3.39177 -0.76043
H -4.93118 -2.88233 -0.45699
H -4.66432 -4.50139 -0.82632
H -4.22029 -1.91921 1.37769
H -2.57568 -2.57941 1.50202
H -3.11316 -2.06713 3.62512
H -3.28157 -3.81677 3.56256
H -5.39012 -4.74984 4.16071
H -6.26099 -3.94343 2.76852
H -6.67857 -3.59854 4.39280
C 4.12197 -6.29715 0.99841
O 4.05425 -5.43428 -0.10627
C 3.04509 -4.53218 -0.01095
C 2.77615 -3.93330 -1.36166
O 2.19830 -4.89353 -2.21849
C 3.13279 -5.32559 -3.20020
H 5.14693 -6.68314 1.04821
H 3.41181 -7.08625 0.86462
H 3.89564 -5.76868 1.91177
H 3.22632 -3.73457 0.75302
H 2.08688 -5.03490 0.34291
H 3.69912 -3.49578 -1.82753
H 2.17962 -3.09111 -1.13617
H 2.66250 -6.15250 -3.84066
H 4.02099 -5.75102 -2.74090
H 3.43218 -4.60186 -3.88788
C 4.67453 5.17368 3.35255
O 3.44499 4.62924 3.12418
C 2.88459 4.15383 4.33836
C 2.02725 2.98271 4.23211
O 0.89342 3.19859 3.41514
C 1.10545 3.24413 1.98242
H 5.27300 5.21412 2.47068
H 5.35462 4.61541 4.05071
H 4.63658 6.21056 3.85663
H 2.34337 4.99002 4.82487
H 3.67994 3.93744 5.07874
H 1.70830 2.64178 5.21950
H 2.62717 2.23004 3.79731
H 1.87643 2.49874 1.67963
H 1.34630 4.23783 1.69983
H 0.21931 2.93384 1.49351
C -1.46258 -5.90205 1.76472
N -0.08402 -6.13468 2.25232
O 0.78394 -5.31189 2.14812
O 0.08742 -7.26578 2.67309
H -1.63442 -4.86922 1.43660
H -2.13715 -6.19224 2.55909
H -1.54625 -6.54038 0.91217
C -0.57542 -5.60729 -2.18320
N -0.57449 -4.69074 -3.39585
O -0.22800 -5.18155 -4.49689
O -1.06808 -3.56752 -3.33571
H 0.26167 -6.29142 -2.24514
H -1.56810 -6.14764 -2.30223
H -0.50539 -5.03535 -1.29269
C -3.70828 3.91933 0.94661
N -3.34479 5.20232 0.35906
O -2.39873 5.81069 0.77348
O -4.04869 5.57933 -0.54658
H -4.00365 3.17252 0.15930
H -4.51801 4.17648 1.68409
H -2.81245 3.62256 1.48987
C -4.57938 4.37899 -3.67156
N -3.77480 3.60204 -2.66335
O -2.57853 3.85670 -2.60751
O -4.33791 2.64490 -2.14540
H -4.51147 3.74726 -4.56903
H -3.95065 5.27186 -3.77695
H -5.58946 4.56777 -3.32413
C -0.12290 3.38547 -4.05426
N -0.76909 2.71589 -5.21648
O -0.87341 1.49240 -5.16116
O -1.06639 3.40423 -6.15112
H 0.90093 3.28906 -4.35775
H -0.29936 2.92244 -3.14073
H -0.56776 4.40015 -3.95999
C -3.44724 -0.69441 -5.94216
N -3.97625 0.68224 -5.90889
O -4.38573 1.07337 -7.00245
O -4.03408 1.34792 -4.86322
H -2.55081 -0.64197 -6.61058
H -4.27440 -1.22988 -6.39825
H -3.13204 -0.99173 -4.95459